This record from the Open Molecules 2025 dataset describes the ion C5H16N3 with charge +1 at a distorted geometry. The level of theory is wB97M-V/def2-TZVPD.

```
24
Properties=species:S:1:pos:R:3:forces:R:3
C 1.130 -1.364 -0.777 0.51 0.59 -0.24
C -0.383 -1.420 -0.841 1.28 1.01 2.57
N -0.861 -2.047 0.502 -1.26 -0.40 -2.04
C -1.125 -0.084 -0.879 -0.87 0.03 -1.07
N -1.356 0.508 0.425 0.42 0.13 0.66
C -0.214 0.912 1.259 1.53 -0.66 -1.65
C 0.640 2.053 0.750 -0.59 1.10 0.73
N 1.500 1.676 -0.350 -0.26 -0.03 -0.10
H 1.500 -0.857 0.107 -0.03 -0.22 0.17
H 1.535 -0.724 -1.554 -0.22 0.02 -0.35
H 1.633 -2.314 -0.897 -0.20 -0.49 0.09
H -0.668 -2.068 -1.607 -0.76 -0.89 -1.24
H -1.443 -2.855 0.305 -0.09 -0.22 0.13
H -1.447 -1.330 0.951 0.02 0.53 0.40
H -0.102 -2.339 1.059 1.13 -0.28 0.97
H -0.723 0.565 -1.659 0.49 0.03 0.14
H -2.113 -0.333 -1.279 -0.18 0.14 0.11
H -1.932 1.341 0.375 -0.41 -0.38 -0.35
H 0.517 0.100 1.362 -0.53 -0.15 0.21
H -0.579 1.137 2.210 -0.73 0.40 1.58
H 1.243 2.408 1.582 0.38 -0.32 0.18
H -0.001 2.941 0.602 -0.04 -0.19 -0.52
H 2.253 2.330 -0.432 0.53 0.29 0.04
H 0.996 1.765 -1.214 -0.12 -0.03 -0.40
```
Positions in Å, forces in eV/Å.

- Frontier orbital gap: 9.871 eV
- Highest occupied orbital energy: -12.9 eV
- LUMO energy: -3.033 eV
- Structure (SMILES): C[C@@H]([NH3+])CNCCN
- Charge: +1
- ΔE to the lowest compared entry with this formula, charge and spin: 37.7 kcal per mole

How positive or negative is each atom? The natural (NBO) charges in e answer that: -0.66, -0.03, -0.70, -0.25, -0.66, -0.24, -0.25, -0.84, 0.24, 0.26, 0.23, 0.23, 0.43, 0.47, 0.43, 0.21, 0.22, 0.40, 0.18, 0.22, 0.22, 0.17, 0.38, 0.35